# 1
The following is a quantum chemistry calculation of a molecular structure, C22H42Cl3CrN2O4SSi at a distorted geometry, from the OMol25 dataset.

Positions of all 76 atoms, in Å:
1 C 1.9133 -1.1722 -3.5952
2 C 1.2502 0.1023 -3.2074
3 H 1.8390 -1.3132 -4.6737
4 H 1.4725 -2.0415 -3.0900
5 H 2.9754 -1.1358 -3.3228
6 C 0.5818 0.9163 -4.0476
7 C 0.4539 0.6985 -5.5134
8 H 0.1187 1.8273 -3.6631
9 H 0.2549 -0.3523 -5.7606
10 H 1.3483 1.0296 -6.0627
11 H -0.3911 1.3043 -5.8547
12 Cr 0.2134 -0.7297 0.9966
13 Cl 2.4763 -0.7248 1.1999
14 Cl -1.2227 -3.6172 2.2930
15 C 0.8867 2.1163 1.7868
16 O 0.0351 1.2459 1.5044
17 N 0.5149 3.3683 2.0720
18 C -0.9039 3.7223 2.0867
19 C 1.4643 4.4590 2.2435
20 H 1.9670 1.8905 1.8167
21 H -1.5133 2.8167 2.0999
22 H -1.1527 4.3205 1.1981
23 H -1.0994 4.3278 2.9805
24 H 2.4876 4.0784 2.1608
25 H 1.3217 4.9229 3.2279
26 H 1.3061 5.2285 1.4756
27 H -1.5816 -1.3505 -2.3565
28 H -2.4848 1.3033 -2.9367
29 C -2.5281 -1.3120 -1.7920
30 C -3.2593 1.0089 -2.2127
31 N -2.7380 0.0375 -1.2605
32 H -2.5058 -2.0353 -0.9665
33 C -2.3871 0.3499 -0.0037
34 O -1.8296 -0.4666 0.7775
35 H -3.6182 1.8942 -1.6791
36 H -2.6597 1.3712 0.3264
37 H -3.3499 -1.5334 -2.4840
38 H -4.0772 0.5482 -2.7793
39 O 0.2071 -0.2071 -1.0948
40 C 1.2486 0.4237 -1.7040
41 C -0.1490 2.4771 -1.3535
42 C 1.1234 1.9209 -1.4266
43 H -1.0012 1.7929 -1.3690
44 C -0.2945 3.8604 -1.3447
45 H 2.2106 0.0882 -1.2755
46 C 2.2627 2.7070 -1.3122
47 H -1.3051 4.2822 -1.3338
48 C 0.8444 4.6661 -1.3617
49 C 2.1239 4.0956 -1.3163
50 H 3.2297 2.1966 -1.2490
51 H 0.7278 5.7524 -1.3892
52 H 3.0128 4.7311 -1.2875
53 Si 0.0824 -4.3886 0.7645
54 Cl 0.3693 -2.5592 -0.3558
55 C -1.5006 -5.3752 0.1960
56 C 1.6200 -4.2358 1.8964
57 C 1.1045 -5.6523 -0.3556
58 H -2.2777 -4.7010 -0.1896
59 H -1.9004 -5.8947 1.0780
60 H -1.2992 -6.1351 -0.5665
61 H 0.6177 -5.7709 -1.3328
62 H 1.1246 -6.6364 0.1350
63 H 2.1403 -5.3292 -0.5193
64 H 1.6303 -3.2627 2.4071
65 H 2.5745 -4.3283 1.3625
66 H 1.5707 -5.0356 2.6430
67 C -1.4619 0.3632 4.6303
68 S 0.1789 -0.2803 4.2502
69 C 0.2151 -1.5700 5.4976
70 O 0.0050 -1.1081 2.9581
71 H -1.4024 0.8837 5.5948
72 H -2.1541 -0.4867 4.6794
73 H -1.7584 1.0611 3.8406
74 H -0.6019 -2.2770 5.3128
75 H 1.1815 -2.0803 5.4292
76 H 0.1223 -1.0920 6.4773

Atomic forces in eV per Å
0.15 -0.07 -0.26
-1.00 1.13 0.35
0.12 -0.20 0.06
0.05 0.22 0.00
-0.14 -0.09 -0.03
0.80 -0.59 0.69
-0.34 0.06 -0.43
0.26 -0.25 -0.05
0.07 0.27 -0.06
-0.22 -0.11 0.09
0.11 -0.18 -0.31
0.09 1.66 -2.19
0.03 0.32 0.21
-0.87 0.87 1.33
-0.25 0.30 -0.20
0.53 0.27 0.51
-0.07 -0.42 -0.19
0.12 0.31 -0.02
0.06 0.00 0.11
-0.38 0.05 -0.09
0.17 0.19 -0.01
0.07 -0.21 0.24
-0.02 -0.15 -0.14
-0.24 0.07 0.01
0.08 -0.13 -0.15
0.04 -0.29 0.10
-0.27 0.03 0.39
-0.09 -0.09 0.25
0.31 -0.10 -0.16
0.02 0.03 0.10
-0.03 0.03 0.80
0.06 0.26 -0.31
0.21 -1.18 -0.64
-0.62 0.76 -0.49
0.04 -0.10 -0.15
0.15 -0.32 -0.19
0.07 0.01 0.29
0.06 0.19 0.25
-0.94 -0.51 2.01
0.56 0.72 0.36
0.03 0.29 -0.22
0.39 -0.59 -0.29
0.47 0.41 -0.03
-0.05 -0.27 0.12
0.03 0.09 -0.24
-0.23 0.25 -0.14
0.41 0.08 -0.05
0.13 0.31 0.10
-0.05 0.06 0.17
-0.23 0.37 -0.18
0.11 -0.30 0.01
-0.32 -0.12 0.01
1.36 -2.65 -1.18
-0.37 -1.72 -0.20
-0.20 0.00 -0.02
-0.18 0.48 0.58
0.28 0.76 -0.62
0.00 -0.10 0.23
-0.08 0.19 -0.20
0.02 0.22 0.07
0.21 -0.14 0.07
-0.09 0.16 0.00
-0.06 -0.20 -0.04
-0.03 -0.30 0.16
-0.38 -0.05 -0.04
0.05 0.07 0.12
-0.05 -0.16 0.05
-0.27 -0.92 -1.25
0.13 -0.02 0.10
0.01 0.79 1.28
-0.03 -0.12 -0.21
0.11 0.26 -0.07
0.16 -0.21 0.12
0.18 0.20 -0.09
-0.22 0.13 -0.09
0.00 -0.07 -0.10

* Kohn-Sham gap (spin up / spin down): 6.55 / 6.55 eV
* E_HOMO (spin up / spin down): -6.6847 / -6.6854 eV
* multiplicity: 4



# 2
The following is a quantum chemistry calculation of a molecular structure, C22H42Cl3MgN2O4SSi at a distorted geometry, from the OMol25 dataset.

Positions of all 76 atoms, in Å:
1 C 2.5456 -2.5888 -6.6381
2 C 1.8899 -1.7746 -7.7123
3 H 1.9656 -3.5002 -6.3895
4 H 2.6582 -1.9957 -5.7191
5 H 3.5466 -2.9027 -6.9936
6 C 1.8468 -2.2343 -8.9705
7 C 2.3001 -3.5982 -9.3839
8 H 1.4853 -1.5908 -9.7705
9 H 1.9240 -4.3845 -8.7122
10 H 3.3990 -3.6605 -9.3892
11 H 1.9401 -3.8542 -10.3875
12 Mg 0.7572 0.4064 -3.2761
13 Cl 1.4931 0.8587 -1.0118
14 Cl 2.4987 1.1398 -4.6006
15 C -0.0791 3.2278 -2.7798
16 O -0.5114 2.0541 -2.9964
17 N -0.8233 4.3419 -2.8086
18 C -2.2618 4.2438 -3.0012
19 C -0.2360 5.6922 -2.8316
20 H 0.9893 3.4270 -2.5930
21 H -2.6790 3.5171 -2.2925
22 H -2.4581 3.9360 -4.0367
23 H -2.6681 5.2357 -2.8163
24 H 0.6303 5.7379 -2.1463
25 H -1.0070 6.4051 -2.4930
26 H 0.0613 5.9964 -3.8539
27 H -1.5021 -4.7828 -0.8203
28 H -0.2369 -3.6119 -4.0016
29 C -1.9820 -3.8499 -1.1483
30 C -1.1171 -3.9580 -3.4533
31 N -1.2618 -3.1913 -2.2156
32 H -2.1507 -3.1917 -0.2842
33 C -0.2127 -2.2368 -1.9340
34 O 0.2925 -1.5510 -2.9284
35 H -2.0178 -3.7920 -4.0677
36 H -0.5255 -1.5774 -1.0884
37 H -2.9584 -4.1130 -1.5708
38 H -1.0678 -5.0505 -3.3030
39 O 0.3075 -0.6385 -6.3321
40 C 1.3470 -0.4138 -7.2934
41 C -0.0119 0.1542 -9.3815
42 C 1.0015 0.4880 -8.4805
43 H -0.5059 -0.8171 -9.3150
44 C -0.4470 1.0490 -10.3705
45 H 2.1271 0.0617 -6.6859
46 C 1.6504 1.7255 -8.6361
47 H -1.2721 0.7864 -11.0357
48 C 0.2095 2.2778 -10.5110
49 C 1.2695 2.6138 -9.6524
50 H 2.4554 1.9751 -7.9333
51 H -0.0962 2.9844 -11.2906
52 H 1.8248 3.5590 -9.7680
53 Si -1.1406 0.1516 -6.0224
54 Cl 1.0711 -3.4105 -0.9209
55 C -2.3894 0.1062 -7.4206
56 C -0.5995 1.9819 -5.9686
57 C -2.0462 -0.5399 -4.5632
58 H -2.1311 0.8080 -8.2356
59 H -3.3785 0.3934 -7.0061
60 H -2.4841 -0.9092 -7.8495
61 H -3.1144 -0.3990 -4.8058
62 H -1.8792 -0.0184 -3.6133
63 H -1.8153 -1.6089 -4.4433
64 H -0.5220 2.3780 -6.9859
65 H 0.3984 2.0832 -5.5231
66 H -1.3080 2.6002 -5.4052
67 C -1.6835 1.7349 2.0888
68 S -1.3056 0.3457 0.9991
69 C -0.6028 -0.7722 2.2478
70 O -2.6025 -0.2664 0.5669
71 H -1.0205 1.7122 2.9634
72 H -2.7406 1.6960 2.3833
73 H -1.4721 2.6371 1.5064
74 H -1.4260 -1.2609 2.7904
75 H 0.0133 -1.5066 1.7175
76 H 0.0298 -0.1933 2.9259

Atomic forces in eV per Å
0.06 -0.22 0.43
-0.24 -0.09 -0.71
0.29 0.42 -0.09
-0.02 -0.27 -0.22
-0.41 0.03 0.30
-0.17 0.45 0.19
0.15 -0.39 -0.04
0.04 -0.20 0.21
0.18 0.24 -0.05
-0.19 -0.12 -0.02
0.14 0.14 0.13
0.48 -0.91 1.62
0.13 0.16 -0.08
0.18 0.17 0.08
0.09 -1.51 -0.62
0.25 2.54 0.30
-0.06 -0.10 0.17
0.17 -0.27 -0.22
0.14 -0.20 0.15
-0.21 -0.34 -0.02
0.03 0.14 -0.33
-0.29 0.03 0.31
-0.25 -0.15 -0.04
-0.38 0.01 -0.45
0.45 -0.33 0.01
-0.04 -0.25 0.46
0.13 0.13 0.08
-0.16 -0.05 0.11
-0.04 0.16 -0.39
-0.52 0.18 0.29
0.68 0.87 -0.91
0.21 -0.06 -0.34
-1.63 1.06 0.21
-0.04 -0.69 0.09
0.21 -0.06 -0.11
0.23 -0.77 -0.23
-0.09 -0.03 0.22
0.27 0.28 0.25
-1.10 -0.41 -0.19
0.60 -0.10 -0.08
-0.44 0.16 -0.34
-0.30 0.36 0.29
0.11 0.35 0.18
0.72 0.15 0.21
0.00 0.15 -0.46
-0.11 -0.16 -0.07
0.26 0.03 0.21
0.12 0.12 0.14
0.13 -0.30 0.07
-0.37 0.00 -0.29
0.08 -0.29 0.30
-0.46 -0.50 0.03
0.92 1.18 -1.22
0.92 -0.01 0.16
-0.44 -0.16 -0.44
-0.27 -0.07 0.30
-0.05 -0.07 0.21
-0.21 -0.40 0.47
0.45 -0.13 -0.24
-0.08 0.38 0.12
0.34 -0.17 0.12
0.03 -0.29 -0.12
-0.19 0.42 0.14
-0.14 -0.15 -0.01
-0.31 0.03 -0.05
0.10 -0.03 -0.12
0.00 0.25 0.31
0.11 -0.58 -0.29
-0.06 0.00 0.02
-0.02 0.17 0.24
-0.26 0.11 -0.21
0.30 -0.07 -0.06
-0.18 -0.08 0.17
0.21 0.19 -0.18
-0.20 0.09 0.05
-0.02 -0.16 -0.11

* Kohn-Sham gap: 6.98 eV
* E_HOMO: -4.8005 eV
* multiplicity: 1
* charge: -1



# 3
The following is a quantum chemistry calculation of a molecular structure, C22H42Cl3N4O4PdSi at a distorted geometry, from the OMol25 dataset.

Positions of all 77 atoms, in Å:
1 C 2.6868 -1.6320 -3.6031
2 C 2.1468 -0.6929 -4.6407
3 H 2.4556 -2.6681 -3.8935
4 H 2.2114 -1.4513 -2.6285
5 H 3.7825 -1.5380 -3.4852
6 C 2.0750 -1.0235 -5.9419
7 C 2.4941 -2.3224 -6.5185
8 H 1.7149 -0.3015 -6.6683
9 H 2.0370 -3.1754 -6.0177
10 H 3.5754 -2.4701 -6.4949
11 H 2.1836 -2.3452 -7.5620
12 Pd -0.1305 1.0363 2.6151
13 Cl 1.2226 2.6920 3.4346
14 Cl 1.5837 -0.1928 1.7435
15 H -4.2994 1.6176 5.4836
16 H -1.9144 2.8225 7.5973
17 C -3.5237 0.8578 5.6043
18 C -1.9534 1.7434 7.3647
19 N -2.2710 1.5141 5.9602
20 H -3.3673 0.3246 4.6696
21 C -1.4336 1.9016 5.0130
22 O -1.6978 1.6735 3.7886
23 H -0.9608 1.3146 7.5874
24 H -0.5080 2.4430 5.3073
25 H -3.7912 0.1952 6.4252
26 H -2.7082 1.2552 7.9913
27 H -0.9410 -4.7714 1.1640
28 H -1.8401 -2.0622 -0.5773
29 C -0.3852 -3.8283 1.1983
30 C -2.2942 -2.5011 0.3257
31 N -1.2939 -2.7156 1.3733
32 H 0.1498 -3.6388 0.1336
33 C -1.0964 -1.7658 2.3128
34 O -1.4858 -0.5647 2.1687
35 H -3.0576 -1.8134 0.7060
36 H -0.5947 -2.1059 3.2401
37 H 0.3743 -3.8551 1.9985
38 H -2.7612 -3.4515 0.0402
39 O 0.8201 0.4512 -3.0417
40 C 1.7046 0.6878 -4.1243
41 C -0.0122 1.3043 -5.8876
42 C 1.1504 1.6254 -5.1874
43 H -0.5124 0.3581 -5.6706
44 C -0.5050 2.1832 -6.8592
45 H 2.6194 1.1360 -3.7014
46 C 1.8236 2.8216 -5.4455
47 H -1.4201 1.9147 -7.3967
48 C 0.1709 3.3843 -7.1219
49 C 1.3458 3.6988 -6.4201
50 H 2.7182 3.0410 -4.8637
51 H -0.2313 4.0806 -7.8730
52 H 1.8811 4.6311 -6.6255
53 Si -0.5207 1.1273 -2.3280
54 Cl 0.5431 -2.9281 -1.3186
55 C -2.0620 0.4271 -3.1116
56 C -0.4699 2.9800 -2.6134
57 C -0.3296 0.6949 -0.5498
58 H -2.2276 0.8029 -4.1313
59 H -2.9305 0.7367 -2.5100
60 H -2.0228 -0.6711 -3.1437
61 H 0.1968 -0.2619 -0.4563
62 H -1.2901 0.6130 -0.0281
63 H 0.2613 1.4494 -0.0110
64 H -0.5292 3.2861 -3.6650
65 H 0.4485 3.4147 -2.2021
66 H -1.3239 3.4354 -2.0962
67 C 0.7694 -2.6383 7.3933
68 N 1.5653 -1.6084 6.8076
69 C 1.0829 -0.7300 5.8578
70 N 2.0478 0.0850 5.3379
71 O -0.1006 -0.7611 5.4769
72 H 0.7804 -3.5246 6.7464
73 H -0.2521 -2.2753 7.5502
74 H 1.1924 -2.9312 8.3580
75 H 2.5163 -1.5179 7.1330
76 H 1.8037 0.8113 4.6561
77 H 2.9139 0.1617 5.8509

Atomic forces in eV per Å
-0.11 -0.14 0.18
-0.20 0.32 -0.89
0.18 0.27 0.23
0.22 -0.09 -0.33
-0.35 0.02 -0.12
0.02 0.74 0.89
0.05 -0.40 -0.41
-0.01 0.04 0.19
-0.01 -0.06 0.10
0.08 -0.01 0.05
0.06 -0.21 -0.11
0.32 -0.82 -0.41
0.88 1.36 0.58
0.95 -0.85 -0.18
-0.15 -0.14 -0.11
-0.16 -0.41 0.00
0.42 0.32 0.15
0.51 0.19 -0.06
-0.24 0.10 0.67
-0.15 -0.08 0.07
-0.30 -0.41 -2.47
-0.67 1.30 3.02
-0.42 0.08 0.02
-0.44 -0.42 -0.11
-0.08 -0.15 -0.17
0.24 0.18 -0.16
0.06 0.06 -0.13
-0.04 -0.18 0.34
-0.18 0.08 0.62
0.07 0.52 -0.15
-0.19 -0.08 0.20
-0.56 -0.40 1.46
-0.22 1.59 -0.45
-0.19 -2.81 0.14
0.20 -0.16 -0.05
0.15 0.27 -0.56
-0.36 0.16 -0.36
0.26 0.07 0.20
0.12 0.02 -0.44
0.03 -0.56 0.26
-0.02 0.34 -0.24
0.29 -0.13 0.34
0.11 0.31 -0.09
0.19 -0.03 0.28
-0.18 0.17 -0.08
-0.33 -0.18 -0.26
0.34 0.23 0.13
0.00 -0.01 0.01
-0.28 -0.06 -0.09
-0.15 0.07 -0.20
0.27 -0.36 0.38
-0.25 -0.32 0.06
0.78 0.14 -0.40
0.46 0.34 -1.45
-0.42 -0.01 -0.06
-0.22 0.30 -0.02
-0.35 0.25 0.04
0.09 -0.09 0.22
0.11 -0.18 -0.12
-0.02 0.22 0.06
-0.15 0.15 -0.03
0.07 -0.04 -0.09
-0.08 -0.20 -0.31
-0.04 -0.18 0.11
-0.12 -0.09 0.05
0.13 0.06 0.02
-0.26 -0.37 0.03
0.41 0.67 0.28
-0.33 -0.12 -0.82
-0.45 0.01 0.48
1.17 0.05 0.59
-0.38 0.00 0.17
0.14 -0.24 -0.14
-0.05 0.10 -0.06
-0.23 0.02 -0.30
0.08 -0.22 0.20
-0.14 0.13 -0.38

* Kohn-Sham gap (spin up / spin down): 6.24 / 3.48 eV
* E_HOMO (spin up / spin down): -3.8837 / -3.5712 eV
* multiplicity: 3
* charge: -1



no.,molecular weight (g mol⁻¹)
1,617.096
2,589.405
3,667.467